Entry 1:
DFT (ωB97M-V with the def2-TZVPD basis set) results for a 2-piece molecular cluster, C8H12N2O overall in a non-equilibrium geometry.

Cartesian coordinates (Å):
C: -2.3952 1.9847 -0.3716
N: -2.7642 0.7081 -0.2139
C: -1.9701 -0.3178 0.0577
C: -2.5279 -1.8172 0.1288
O: -0.7479 -0.2230 -0.1045
H: -1.2964 1.9420 -0.9024
H: -2.8673 2.3958 -1.2421
H: -2.2762 2.6548 0.4804
H: -3.7427 0.5885 -0.3172
H: -3.6615 -2.0245 0.2590
H: -2.0877 -2.2091 1.1268
H: -2.0463 -2.2404 -0.8400
C: 1.8116 -0.9073 0.6738
C: 1.8119 0.4489 1.0337
C: 2.8522 1.2647 0.6019
N: 3.6695 0.9025 -0.3929
C: 3.5207 -0.3031 -0.9671
C: 2.5519 -1.2785 -0.4277
H: 1.0312 -1.6483 0.9383
H: 1.3761 0.6284 2.0529
H: 2.9726 2.3191 1.0700
H: 4.3254 -0.5694 -1.7288
H: 2.4603 -2.2991 -0.9151

Atoms 1-6, force components in eV/Å:
5.7578 3.4128 -3.1396
-2.8216 -2.5584 1.4387
1.6218 -2.5398 -1.9732
0.1491 0.5631 0.9923
-1.2453 0.0434 1.1128
-2.0442 0.1947 1.6803

Summary:
Structure (SMILES)   CNC(C)=O.c1ccncc1
M   152.20 g mol⁻¹
DFT total energy   -496.70729 hartree
Net charge   0
2S+1   1
ΔE to the lowest compared entry with this formula, charge and spin   53.51 kcal/mol
HOMO level   -8.92 eV


Entry 2:
DFT (ωB97M-V with the def2-TZVPD basis set) results for a 2-piece molecular cluster, C8H12N2O2 overall in a non-equilibrium geometry.

Cartesian coordinates (Å):
C: 0.0528 1.0675 -2.6103
C: 0.7745 -0.0082 -2.2178
C: -0.7886 1.5334 -1.5986
C: -2.4149 -0.8284 0.3971
C: 0.3958 -0.9807 -1.1762
C: -0.1859 -0.1543 -0.0012
C: 1.1281 -1.3215 1.5645
C: 0.4935 0.9001 2.1745
N: -0.6844 1.0127 -0.3924
N: 0.0720 -0.2906 1.3867
O: -2.6508 -0.0237 1.1544
O: -2.2983 -1.7119 -0.3127
H: 0.2872 1.7762 -3.4704
H: 1.3835 -0.4962 -2.9158
H: -1.6025 2.2149 -1.8051
H: -0.4047 -1.6513 -1.5008
H: 1.2812 -1.4620 -0.9424
H: 1.2182 -1.5623 2.6638
H: 0.9556 -2.2815 0.9003
H: 2.1990 -0.9005 1.2566
H: 1.0374 0.5976 3.0821
H: 1.1445 1.3251 1.5453
H: -0.1681 1.6039 2.4904
H: -1.2251 1.6414 0.3279

Atoms 1-6, force components in eV/Å:
0.7750 0.8177 0.3513
-0.1148 -0.1650 -1.6138
-1.1010 1.3554 -2.3594
-0.1536 -1.1515 -0.4378
-2.5639 1.6046 0.6824
1.9512 1.7175 -0.0264

Summary:
M   168.20 g mol⁻¹
DFT total energy   -571.88894 hartree
Net charge   0
2S+1   1
ΔE to the lowest compared entry with this formula, charge and spin   115.74 kcal/mol
HOMO level (spin up / spin down)   -6.03 / -6.03 eV


Entry 3:
DFT (ωB97M-V with the def2-TZVPD basis set) results for a single C8H12N2OS molecule in a non-equilibrium geometry.

Cartesian coordinates (Å):
C: -0.2693 1.1604 2.2818
C: 0.6968 -0.0275 2.3868
C: 2.1455 0.4059 2.1920
N: 0.3959 -1.1402 1.4472
N: 0.3756 -0.7249 0.1088
C: -0.8251 -0.5336 -0.5212
O: -1.8857 -0.5565 0.0887
C: -0.7651 -0.3148 -1.9997
C: -1.9110 -0.5103 -2.8266
C: -1.6527 -0.2404 -4.1274
S: -0.0214 0.2723 -4.3669
C: 0.3299 0.1245 -2.6890
H: -0.1515 1.6633 1.3449
H: -1.3028 0.8570 2.4056
H: -0.0310 1.8909 3.0544
H: 0.6034 -0.5061 3.3785
H: 2.8216 -0.4374 2.2759
H: 2.4259 1.1508 2.9228
H: 2.2883 0.8899 1.1885
H: -0.5296 -1.4576 1.6561
H: 1.1424 -1.1282 -0.4502
H: -2.8531 -0.8646 -2.4606
H: -2.3282 -0.3258 -4.9556
H: 1.3013 0.3527 -2.3347

Atoms 1-6, force components in eV/Å:
0.3680 -0.4123 0.7619
0.0672 -0.1620 -0.0921
-0.1621 0.4543 -0.9211
0.5458 0.4689 0.3221
0.7651 -0.3271 -0.7422
-0.3697 -0.1551 0.0678

Summary:
Structure (SMILES)   CC(C)NNC(=O)c1ccsc1
M   184.26 g mol⁻¹
DFT total energy   -894.96384 hartree
Net charge   0
2S+1   1
ΔE to the lowest compared entry with this formula, charge and spin   26.43 kcal/mol
HOMO level   -9.11 eV


Entry 4:
DFT (ωB97M-V with the def2-TZVPD basis set) results for an isolated ion of composition C8H12N3 and charge +1 in a non-equilibrium geometry.

Cartesian coordinates (Å):
C: 1.2415 -2.8117 1.8313
C: 0.1748 -1.6579 1.3245
C: 0.9870 -0.4908 0.7832
C: 1.3702 0.3481 1.8459
N: 1.7939 0.8832 2.7740
N: 0.1927 0.2484 -0.2932
C: 0.3414 -0.1238 -1.6027
C: -0.5076 0.6794 -2.2789
N: -1.0063 1.6012 -1.3765
C: -1.8996 2.7518 -1.6862
C: -0.7348 1.2031 -0.1449
H: 1.6952 -2.4921 2.6989
H: 2.0065 -2.9516 1.0663
H: 0.7297 -3.8339 1.8350
H: -0.5052 -1.9651 0.5666
H: -0.5040 -1.4764 2.1701
H: 1.9275 -0.8345 0.2410
H: 0.8969 -1.0232 -1.8550
H: -0.8365 0.9027 -3.2670
H: -2.5222 2.5046 -2.6152
H: -2.5614 2.8233 -0.8345
H: -1.3416 3.7802 -1.8566
H: -0.9380 1.9351 0.6739

Atoms 1-6, force components in eV/Å:
-3.0518 -0.7120 -3.5864
1.5603 -2.1900 1.3893
-0.7862 -0.6103 -2.1127
1.2568 1.5737 1.9004
-0.4470 -0.1036 -0.5305
0.8797 -1.0877 2.2035

Summary:
Structure (SMILES)   CC[C@H](C#N)[n+]1ccn(C)c1
M   150.21 g mol⁻¹
DFT total energy   -476.00610 hartree
Net charge   +1
2S+1   1
ΔE to the lowest compared entry with this formula, charge and spin   46.70 kcal/mol
HOMO level   -14.68 eV


Entry 5:
DFT (ωB97M-V with the def2-TZVPD basis set) results for an isolated ion of composition C8H12N3 and charge +1 in a non-equilibrium geometry.

Cartesian coordinates (Å):
C: 1.3901 -0.3361 -1.4254
C: 1.3147 0.1327 0.0289
N: 2.6287 0.0654 0.8802
C: 0.3406 -0.8478 0.6191
N: -0.9863 -0.4576 0.2174
C: -2.0840 -1.2341 0.1735
C: -3.1708 -0.3530 -0.0757
C: -2.6301 0.9668 -0.1357
C: -1.2504 0.8792 0.0028
C: -0.2755 1.9046 0.0406
N: 0.9061 1.4989 0.1721
H: 1.8773 0.3234 -2.1257
H: 0.3833 -0.3664 -1.6603
H: 1.9010 -1.3434 -1.4836
H: 3.1070 0.9867 0.7635
H: 3.2581 -0.5047 0.4233
H: 2.3290 -0.2339 1.7689
H: 0.4636 -1.7685 0.0831
H: 0.4798 -1.0628 1.7387
H: -1.8358 -2.2306 0.3541
H: -4.2147 -0.7081 -0.1622
H: -3.3273 1.7081 -0.4644
H: -0.6043 2.9812 0.2670

Atoms 1-6, force components in eV/Å:
3.2692 -0.3559 0.6057
-0.6703 0.9325 -0.0757
-1.3999 2.5997 -2.7919
-0.5172 -1.4838 1.5937
1.6209 1.8025 0.4430
-0.8201 2.8204 -0.3347

Summary:
Structure (SMILES)   C[C@]1([NH3+])Cn2cccc2C=N1
M   150.21 g mol⁻¹
DFT total energy   -476.00273 hartree
Net charge   +1
2S+1   1
ΔE to the lowest compared entry with this formula, charge and spin   48.81 kcal/mol
HOMO level   -11.93 eV


Entry 6:
DFT (ωB97M-V with the def2-TZVPD basis set) results for an isolated ion of composition C8H12N3S and charge +1 in a non-equilibrium geometry.

Cartesian coordinates (Å):
C: -1.0759 -1.6152 3.2587
C: 0.2700 -0.9666 2.7622
C: 0.0129 -0.2395 1.5162
N: 0.4913 -0.5562 0.2901
C: -0.0044 0.2312 -0.6811
S: -1.5988 -0.5250 -1.3177
C: 0.9464 0.6776 -1.7513
C: 0.2991 1.5116 -2.8540
C: 1.3644 1.7652 -3.8305
N: 2.2049 1.6701 -4.5925
C: -0.7296 1.2868 0.1697
N: -0.6841 0.9269 1.4287
H: -1.8381 -0.8596 3.2935
H: -0.7829 -1.9813 4.1564
H: -1.4015 -2.4278 2.5765
H: 1.0591 -1.7930 2.5136
H: 0.5709 -0.3951 3.5336
H: 1.0201 -1.4223 0.1618
H: -1.4478 -1.9589 -1.1540
H: 1.6592 1.2380 -1.2983
H: 1.5000 -0.2413 -2.3133
H: -0.0299 2.4428 -2.4218
H: -0.4656 1.1013 -3.4363
H: -1.3394 2.1304 -0.0100

Atoms 1-6, force components in eV/Å:
0.3754 0.3849 -3.6366
-0.5475 -4.1197 -3.5336
1.4899 1.0880 -1.3404
0.9319 -2.9505 4.4084
-2.3413 1.9640 -2.3380
-0.6388 -1.8227 -0.5523

Summary:
Structure (SMILES)   CCC1=[NH+][C@](S)(CCC#N)C=N1
M   182.27 g mol⁻¹
DFT total energy   -874.15695 hartree
Net charge   +1
2S+1   1
ΔE to the lowest compared entry with this formula, charge and spin   58.80 kcal/mol
HOMO level   -14.19 eV


Entry 7:
DFT (ωB97M-V with the def2-TZVPD basis set) results for a single C8H12N4 molecule in a non-equilibrium geometry.

Cartesian coordinates (Å):
C: -0.4432 -1.3637 -0.8066
C: -0.9987 -0.2792 0.2362
C: -1.6710 -0.9530 1.3176
N: -2.2429 -1.4904 2.2026
N: -1.7756 0.5647 -0.6520
C: -2.3949 1.6348 0.2186
C: -1.2926 2.3442 1.0971
N: -0.2841 1.4922 1.7998
C: 0.1812 0.5061 0.8696
C: 1.2170 -0.4314 1.6181
C: 0.9452 1.2254 -0.1980
N: 1.4983 1.9402 -0.9453
H: 0.0339 -2.1074 -0.1618
H: 0.1092 -0.8655 -1.7188
H: -1.3471 -1.7518 -1.2353
H: -1.1010 1.0033 -1.2660
H: -2.9407 2.3358 -0.4212
H: -3.0873 1.2677 0.9175
H: -0.7300 3.0138 0.5606
H: -1.7921 3.0807 1.8989
H: -0.5428 1.0183 2.7067
H: 1.6625 -1.1284 0.9234
H: 0.6718 -1.1702 2.3376
H: 2.0144 0.1192 2.0796

Atoms 1-6, force components in eV/Å:
-0.0204 1.2720 0.4081
2.6993 -0.9063 -3.3301
-3.0698 -1.9011 3.0044
2.0652 1.7704 -2.9150
-2.0260 1.1516 2.4013
2.2260 0.9420 -0.6826

Summary:
Structure (SMILES)   C[C@]1(C#N)NCCN[C@]1(C)C#N
M   164.21 g mol⁻¹
DFT total energy   -530.98632 hartree
Net charge   0
2S+1   1
ΔE to the lowest compared entry with this formula, charge and spin   61.76 kcal/mol
HOMO level   -9.21 eV


Entry 8:
DFT (ωB97M-V with the def2-TZVPD basis set) results for a 2-piece molecular cluster, C8H12N4 overall in a non-equilibrium geometry.

Cartesian coordinates (Å):
C: 0.0000 0.0000 0.0000
C: -0.7614 -0.8199 0.9103
C: -1.9372 -1.3837 0.6506
N: -2.2764 -2.0415 1.8474
C: -1.3250 -1.7800 2.7454
N: -0.4097 -0.9574 2.2479
H: 0.9349 0.3632 0.4590
H: -0.6058 0.8712 -0.3009
H: 0.2538 -0.5807 -0.9028
H: -2.5057 -1.3047 -0.2761
H: -3.0862 -2.5983 2.1318
H: -1.3291 -2.1402 3.7741
C: -4.0748 4.5602 0.6348
C: -4.1609 3.3961 -0.3312
C: -4.6873 3.3694 -1.5543
N: -4.4810 2.0679 -1.9332
C: -3.8861 1.4296 -0.9403
N: -3.7604 2.1393 0.1091
H: -4.6300 5.3826 0.1532
H: -3.0701 4.9255 0.9063
H: -4.6051 4.2708 1.5577
H: -5.2129 4.1243 -2.1391
H: -4.6533 1.5336 -2.7884
H: -3.5739 0.3853 -0.9461

Atoms 1-6, force components in eV/Å:
1.0872 1.1091 -1.2645
0.4642 0.7755 1.9802
-1.3460 -1.3012 0.2743
-1.4593 -0.7328 -0.2307
1.2153 1.4459 0.1159
-0.0652 -1.3307 -0.2222

Summary:
Structure (SMILES)   Cc1c[nH]cn1.Cc1c[nH]cn1
M   164.21 g mol⁻¹
DFT total energy   -531.04370 hartree
Net charge   0
2S+1   1
ΔE to the lowest compared entry with this formula, charge and spin   25.75 kcal/mol
HOMO level   -8.55 eV


Entry 9:
DFT (ωB97M-V with the def2-TZVPD basis set) results for an isolated ion of composition C8H12N4O and charge +2 in a non-equilibrium geometry.

Cartesian coordinates (Å):
C: -1.8520 1.0923 -0.0461
C: -2.6383 -0.1007 0.0600
C: -0.4253 -0.6320 -0.1794
C: 0.8157 -1.3002 -0.2896
C: -5.1244 -0.2413 0.3826
C: 0.5039 1.6245 -0.3902
C: 1.8555 0.8437 -0.0489
C: 3.1883 -1.0603 -0.1291
N: -3.8629 -0.2912 0.4090
N: -0.5953 0.6951 -0.1457
N: -1.7316 -1.1043 0.0012
N: 1.8566 -0.5714 -0.0810
O: -5.8944 -0.0299 -0.6632
H: -2.2862 2.1232 -0.0809
H: 0.8035 -2.3459 -0.2098
H: -5.7960 -0.4799 1.2314
H: 0.3078 2.5184 0.3204
H: 0.5078 2.1836 -1.4249
H: 2.6056 1.2547 -0.6469
H: 2.1099 1.1046 0.9598
H: 3.6818 -0.9144 -1.0812
H: 3.3060 -2.1137 0.0204
H: 3.8138 -0.7539 0.7257
H: -2.0407 -2.1147 0.0839
H: -6.8055 0.1227 -0.4481

Atoms 1-6, force components in eV/Å:
-2.1066 0.1067 0.0240
1.1299 0.6742 0.1919
-2.5166 -0.3224 0.1178
-1.5002 1.9381 1.7011
-1.6077 -0.3603 0.1945
0.9678 1.8762 0.0767

Summary:
M   180.21 g mol⁻¹
DFT total energy   -605.63839 hartree
Net charge   +2
2S+1   1
ΔE to the lowest compared entry with this formula, charge and spin   16.73 kcal/mol
HOMO level (spin up / spin down)   -15.98 / -15.98 eV


Entry 10:
DFT (ωB97M-V with the def2-TZVPD basis set) results for a single C8H12N4O2 molecule in a non-equilibrium geometry.

Cartesian coordinates (Å):
C: 0.8367 -1.2669 -0.0647
N: 1.0041 0.2133 -0.0040
C: 1.9032 0.5745 -1.0444
C: 1.5235 0.6833 1.3013
C: -0.3025 0.9217 -0.3505
C: -1.3025 0.5705 0.4621
O: -1.3451 -0.1541 1.4713
O: -2.5006 1.2262 0.1594
C: -3.6223 0.5088 0.0529
N: -4.6989 1.2238 -0.1581
C: -5.8283 0.5091 -0.3013
N: -6.0206 -0.8007 -0.2526
C: -4.8168 -1.4277 -0.0635
N: -3.6719 -0.8070 0.1432
H: 0.7634 -1.6501 -1.1354
H: 1.4890 -1.9026 0.5743
H: -0.0232 -1.4542 0.6333
H: 2.1759 1.6826 -0.9328
H: 2.8469 -0.0519 -0.9127
H: 1.4035 0.3383 -2.0223
H: 0.8336 0.3738 2.1139
H: 2.5049 0.2559 1.3002
H: 1.6645 1.7433 1.2683
H: -0.2243 1.5501 -1.2571
H: -6.7147 1.0929 -0.3465
H: -4.7139 -2.5246 0.1156

Atoms 1-6, force components in eV/Å:
-1.3960 -1.7964 1.3555
-1.8428 0.3414 -0.1341
2.7602 0.8607 -1.4644
-0.2322 -0.8472 0.2202
2.2778 -0.1819 -1.2286
-1.9401 -0.6751 2.1561

Summary:
Structure (SMILES)   C[N+](C)(C)/C=C(\[O-])Oc1ncncn1
M   196.21 g mol⁻¹
DFT total energy   -681.45241 hartree
Net charge   0
2S+1   1
ΔE to the lowest compared entry with this formula, charge and spin   42.12 kcal/mol
HOMO level   -8.04 eV